9
Properties=species:S:1:pos:R:3:forces:R:3 method="wB97M-V/def2-TZVPD" homo_energy_ev=-16.1 total_energy_ev=-7712.607 charge=+1 e_above_lowest_ev=3.349
C 1.473 0.278 -0.041 4.13 0.82 -0.53
C -0.520 0.040 0.160 5.03 -4.60 -0.85
N -1.712 -0.310 -0.017 -2.76 -2.34 0.42
O 0.967 -1.024 0.074 -5.12 2.71 0.37
O 0.231 1.034 0.150 0.08 1.53 0.38
H 1.881 0.528 -1.098 -0.98 -0.35 1.65
H 2.357 0.523 0.731 -2.48 -0.27 -1.33
H -2.113 -1.295 0.032 1.90 0.92 -0.05
H -2.565 0.226 0.009 0.20 1.58 -0.07